The following is a quantum chemistry calculation of a molecular structure, C16H48BrFGaO7S7 in a non-equilibrium geometry, from the Open Molecules 2025 dataset.

Values from the calculation:
Charge ... -1
Largest force on an atom ... 0.054 Eh/bohr
Lowest unoccupied orbital energy ... 1.22 eV
Gap between HOMO and LUMO ... 5.6 eV
DFT total energy ... -8550.838274 hartree

```
81
Properties=species:S:1:pos:R:3:forces:R:3:lowdin_charge:R:1
C 1.509994 2.828717 2.158578 0.1626 -0.4660 0.4293 -0.1731
C 2.941199 2.806643 3.000441 -0.8223 1.4918 -0.5393 -0.4090
F 2.631784 2.609723 4.464312 0.3424 0.2429 -2.0339 -0.2363
Ga 4.067169 1.267617 2.180453 -1.0396 -0.9348 0.7590 0.0094
Br 5.908842 1.996232 0.773226 0.0596 0.1923 0.0757 -0.0489
H 1.384558 1.796738 1.586770 0.2049 2.4245 1.3779 -0.0003
H 0.597844 2.973256 2.903523 1.8412 -0.1370 -1.4654 0.0700
H 1.486428 3.669480 1.341540 0.1150 -1.4712 1.5996 0.0731
H 3.510962 3.840544 2.946677 -1.4275 -1.8031 0.2717 0.0745
H 4.523842 0.329960 3.424156 0.4957 0.2426 -0.1488 -0.1052
H 3.100897 0.315999 1.276170 0.4172 0.4710 -0.0149 -0.0697
C -1.794085 0.619293 1.681844 -0.0653 0.1459 0.1003 -0.2726
S -0.646869 -0.136604 0.504989 0.4304 0.4173 -0.3802 0.8258
O 0.304699 0.931718 0.053417 -0.9192 -0.6470 -0.0559 -0.5716
C -1.863292 -0.373549 -0.812932 -0.0155 0.1641 0.1838 -0.2874
H -1.239171 0.889702 2.583272 0.0568 -0.0754 -0.1840 0.0447
H -2.237784 1.517929 1.246803 0.0876 -0.0502 -0.0474 0.0534
H -2.576254 -0.097910 1.941017 0.0756 -0.0251 -0.0553 0.0414
H -2.302634 0.586841 -1.093053 0.1191 0.0376 0.0745 0.0546
H -2.643260 -1.057856 -0.470990 0.2513 0.1084 -0.0997 0.0093
H -1.357370 -0.806560 -1.679037 -0.0254 0.0030 0.2251 0.0520
C 3.660293 -4.053647 4.960424 -0.0635 -0.2588 -0.0747 -0.2957
S 3.928467 -2.398347 4.281794 -0.5243 0.6008 -0.6264 0.7555
O 2.779110 -2.094623 3.366679 0.6610 -0.6431 0.6926 -0.5687
C 5.342426 -2.849370 3.247364 0.0587 -0.0567 -0.1450 -0.2722
H 2.788354 -4.022579 5.617983 0.1006 0.1192 -0.1105 0.0412
H 3.478016 -4.764520 4.151035 -0.0022 0.0698 0.0074 0.0481
H 4.536673 -4.358008 5.537189 -0.0189 0.0647 -0.0256 0.0415
H 5.055587 -3.635034 2.544302 -0.0933 0.0500 0.0726 0.0530
H 6.163088 -3.193737 3.880985 -0.0740 0.0391 0.0417 0.0457
H 5.662242 -1.965049 2.691228 -0.2058 0.0136 0.1763 0.0403
C -5.690882 -2.905132 0.041905 0.0888 0.1029 -0.0831 -0.2750
S -4.543665 -3.661028 -1.134950 0.0446 0.2390 -0.1172 0.8334
O -3.592097 -2.592706 -1.586522 -0.6833 -0.5516 0.0720 -0.5630
C -5.760088 -3.897974 -2.452871 0.0587 0.0539 -0.0561 -0.2766
H -5.135967 -2.634722 0.943333 -0.0107 -0.0705 -0.1604 0.0548
H -6.134580 -2.006495 -0.393136 0.0666 -0.1236 0.0495 0.0349
H -6.473050 -3.622334 0.301079 0.0795 0.0455 -0.0383 0.0518
H -6.199430 -2.937583 -2.732993 0.0885 -0.0298 0.0770 0.0576
H -6.540057 -4.582280 -2.110929 0.1261 0.0289 -0.0257 0.0330
H -5.254167 -4.330983 -3.318976 -0.0596 0.0354 0.1844 0.0507
C 10.059671 3.897906 -1.957329 0.1412 -0.0062 -0.1809 -0.2781
S 8.761716 2.713776 -1.526484 0.0662 -0.5141 0.3306 0.7497
O 9.432156 1.419974 -1.169697 -0.1179 0.7176 -0.4307 -0.5641
C 8.104730 2.541270 -3.203193 0.0314 -0.0715 -0.1502 -0.2690
H 10.633921 4.127083 -1.056586 -0.1636 -0.1017 -0.0604 0.0371
H 10.723959 3.467002 -2.710137 -0.0428 -0.0431 0.0507 0.0494
H 9.604997 4.815088 -2.338624 -0.0157 -0.0458 0.0941 0.0496
H 8.890500 2.194537 -3.878606 0.0251 0.0101 0.1059 0.0493
H 7.714885 3.503532 -3.543226 0.0177 -0.0449 0.1080 0.0503
H 7.293915 1.809255 -3.185104 0.1170 0.1139 0.1824 0.0529
C 8.415811 7.553593 1.577760 -0.0552 -0.0821 -0.0386 -0.2653
S 9.767988 8.296869 0.633497 -0.1688 -0.2525 -0.3896 0.7962
O 9.542127 7.967774 -0.812669 0.1518 0.0603 0.6922 -0.5692
C 11.056093 7.185751 1.249080 0.0721 -0.1129 -0.0364 -0.2747
H 7.487953 8.070420 1.321647 0.1999 -0.0132 -0.0404 0.0521
H 8.321681 6.494690 1.325688 0.0444 0.0888 -0.0427 0.0633
H 8.610275 7.669292 2.646467 0.0350 0.0329 -0.0909 0.0521
H 10.797954 6.149658 1.017323 -0.0684 0.1120 -0.0118 0.0504
H 11.162989 7.313625 2.328791 -0.0530 0.0335 -0.0842 0.0507
H 11.998858 7.441987 0.760068 -0.1843 0.0592 0.0070 0.0472
C -8.852818 0.309563 -1.250040 0.0405 -0.0667 -0.0892 -0.2709
S -8.957958 0.158662 0.549585 0.2893 -0.3741 0.0876 0.8222
O -8.060028 -0.970746 0.960520 -0.5663 0.4569 -0.3270 -0.5594
C -10.658199 -0.458356 0.584444 -0.0760 -0.1151 -0.0024 -0.2761
H -7.848291 0.649944 -1.512131 -0.1110 -0.0356 0.1578 0.0541
H -9.040073 -0.659747 -1.718067 0.0124 0.0244 0.1141 0.0543
H -9.584486 1.042215 -1.598205 0.0525 -0.0267 0.0893 0.0513
H -10.733259 -1.380060 0.002494 0.0976 0.0679 0.0312 0.0540
H -11.330059 0.299809 0.175371 0.1010 -0.0086 0.0383 0.0506
H -10.932744 -0.662043 1.622100 0.1523 0.0735 -0.1132 0.0495
C -9.734687 -5.884415 -3.027773 -0.0618 0.1151 0.0284 -0.2732
S -8.587470 -6.640312 -4.204628 0.3072 0.4172 -0.2066 0.8104
O -7.635903 -5.571990 -4.656200 -0.6339 -0.4835 0.2386 -0.5575
C -9.803893 -6.877258 -5.522548 -0.0657 0.0594 -0.0989 -0.2743
H -9.179773 -5.614006 -2.126345 0.0181 -0.0925 -0.1656 0.0436
H -10.178386 -4.985779 -3.462813 0.0943 -0.0718 -0.0438 0.0572
H -10.516855 -6.601619 -2.768600 0.0971 0.0022 -0.0339 0.0514
H -10.243236 -5.916867 -5.802670 0.1020 -0.0314 0.0754 0.0570
H -10.583862 -7.561564 -5.180607 0.0991 0.0272 0.0268 0.0507
H -9.297972 -7.310268 -6.388654 0.0366 0.0618 0.1964 0.0506
```
Positions in Å, forces in eV/Å.